Record 1
An isolated molecule of C2H8N2 in a non-equilibrium geometry, computed with the ωB97M-V functional and the def2-TZVPD basis.

Energy relative to the best compared isomer or geometry (same formula, charge and spin), kJ/mol: 59.0
Frontier orbital gap, eV: 9.848

Last column: Löwdin charge in e.
Geometry (Å):
1 N -0.39 1.63 -0.58  -0.016
2 N 1.34 -0.48 0.61  -0.012
3 C -0.85 0.25 -0.48  -0.289
4 C 0.01 -0.90 0.24  -0.268
5 H -1.80 0.25 0.09  0.092
6 H 0.58 1.57 -0.85  0.045
7 H -0.58 2.11 0.27  0.052
8 H 2.09 -0.99 0.16  0.065
9 H -0.64 -1.31 1.00  0.089
10 H -1.24 -0.07 -1.46  0.086
11 H 1.44 -0.47 1.61  0.063
12 H 0.03 -1.59 -0.61  0.093

Record 2
A cluster of 2 separate species, C2H8N2 in total in a non-equilibrium geometry, computed with the ωB97M-V functional and the def2-TZVPD basis.

Energy relative to the best compared isomer or geometry (same formula, charge and spin), kJ/mol: 433.5
Frontier orbital gap (alpha / beta), eV: 9.244 / 9.227

Last column: Löwdin charge in e.
Geometry (Å):
1 N -2.34 -0.18 -0.32  0.058
2 N 0.13 -0.13 0.41  -0.125
3 C 0.93 -1.21 0.01  -0.191
4 C 0.53 1.15 -0.06  -0.194
5 H 0.29 -2.07 0.08  0.065
6 H 1.84 -1.41 0.62  0.089
7 H 1.61 1.15 0.17  0.081
8 H 1.43 -1.04 -1.04  0.110
9 H -2.56 0.77 -0.12  -0.060
10 H 0.07 1.90 0.62  0.070
11 H -2.15 -0.59 0.66  -0.001
12 H 0.24 1.66 -1.03  0.097

Record 3
A cluster of 2 separate species, C2H8N2 in total in a non-equilibrium geometry, computed with the ωB97M-V functional and the def2-TZVPD basis.

Energy relative to the best compared isomer or geometry (same formula, charge and spin), kJ/mol: 275.3
Frontier orbital gap, eV: 9.626

Last column: Löwdin charge in e.
Geometry (Å):
1 N 1.68 -2.03 0.68  0.010
2 N 2.10 -1.41 2.93  0.050
3 C 2.20 -1.17 1.69  -0.350
4 C -2.81 2.33 -2.31  -0.070
5 H 2.99 -1.44 3.42  0.051
6 H 0.69 -2.12 0.91  0.070
7 H -2.07 2.63 -1.57  0.021
8 H 2.61 -0.21 1.37  0.098
9 H -2.62 1.25 -2.46  0.016
10 H 2.07 -2.96 0.54  0.070
11 H -3.12 2.47 -3.35  0.022
12 H -3.73 2.66 -1.83  0.010

Record 4
An isolated molecule of C2H8N2 in a non-equilibrium geometry, computed with the ωB97M-V functional and the def2-TZVPD basis.

Energy relative to the best compared isomer or geometry (same formula, charge and spin), kJ/mol: 167.5
Frontier orbital gap, eV: 9.541

Last column: Löwdin charge in e.
Geometry (Å):
1 N -0.32 0.63 -0.28  -0.153
2 N 0.22 -0.59 0.21  -0.204
3 C -0.70 -1.38 0.97  -0.145
4 C 0.63 1.17 -1.31  -0.096
5 H -1.43 -1.84 0.35  0.055
6 H 1.48 1.63 -0.76  0.075
7 H 0.18 2.04 -1.65  0.033
8 H -0.66 1.17 0.51  0.098
9 H 1.00 -0.43 0.83  0.093
10 H -1.19 -0.68 1.76  0.096
11 H 0.91 0.45 -2.08  0.078
12 H -0.12 -2.17 1.44  0.073

> Look up the energy relative to the best compared isomer or geometry (same formula, charge and spin) of the first one.

59.0 kJ/mol